Entry from the OMol25 dataset: a 3-piece molecular cluster, C45H49IN3O5 overall in a non-equilibrium geometry (ωB97M-V/def2-TZVPD).

## Properties
Molar mass (g/mol): 838.81
Highest occupied orbital energy (Ha): -0.40861
Total charge: +1

Last column: Löwdin charge in e.
Geometry (Å):
C1 14.3020 -0.3187 1.6518  -0.1228
C2 13.9404 1.1135 1.1885  -0.2457
C3 12.4607 1.1225 0.7204  -0.2324
C4 11.7043 2.4088 1.1236  -0.2116
C5 10.3570 2.4340 0.3496  -0.2067
C6 9.1620 2.9782 1.1771  -0.2032
C7 8.0192 1.9335 1.1473  -0.2245
C8 6.8582 2.2781 2.0814  -0.2174
C9 5.9013 3.3591 1.5128  -0.1926
C10 4.5041 3.2373 2.1854  -0.1911
C11 3.3756 2.8225 1.2292  -0.1655
C12 2.4712 1.7561 1.8950  -0.1437
N1 1.0651 1.8283 1.4522  0.0461
C13 0.6952 1.0351 0.4447  -0.3345
N2 1.4389 0.5520 -0.5401  0.2392
N3 -0.6758 0.7610 0.4657  0.1175
C14 -1.1930 1.4697 1.6475  -0.0811
C15 0.0719 1.4861 2.5113  -0.2873
C16 0.2723 0.1515 3.2443  -0.1145
C17 -0.3642 0.1591 4.6475  -0.8435
O1 -0.9705 -0.7570 4.9698  0.0645
I1 -0.1202 1.8287 5.9830  0.8956
H1 13.9454 -0.5209 2.6627  0.0695
H2 13.9765 -1.0641 0.9263  0.0697
H3 15.3967 -0.3791 1.6828  0.0654
H4 14.1050 1.8473 1.9759  0.1018
H5 14.5470 1.2920 0.2995  0.1005
H6 11.8790 0.2864 1.1180  0.1070
H7 12.4352 1.1014 -0.3728  0.1104
H8 11.4974 2.4399 2.1982  0.1049
H9 12.3009 3.2979 0.8993  0.1107
H10 10.1391 1.3902 0.1025  0.0901
H11 10.4401 2.9806 -0.5922  0.1109
H12 9.4205 3.2422 2.2050  0.1062
H13 8.7734 3.8886 0.7034  0.1042
H14 7.7049 1.7744 0.1130  0.1148
H15 8.4742 1.0077 1.5204  0.1106
H16 7.1688 2.5179 3.1003  0.1195
H17 6.2434 1.3669 2.1629  0.1001
H18 6.3376 4.3197 1.8018  0.1077
H19 5.8628 3.3312 0.4217  0.1072
H20 4.3010 4.1707 2.7129  0.1168
H21 4.5894 2.4591 2.9520  0.0974
H22 3.7449 2.4253 0.2777  0.1016
H23 2.7220 3.6642 0.9819  0.1184
H24 2.9152 0.7578 1.8215  0.1366
H25 2.4645 2.0128 2.9567  0.1250
H26 1.2571 -0.3986 -0.8333  0.1417
H27 2.1135 1.0756 -1.0789  0.1401
H28 -0.7274 -0.2560 0.5785  0.1526
H29 -2.0897 1.0542 2.1002  0.1376
H30 -1.3561 2.5307 1.4428  0.1388
H31 -0.0234 2.3122 3.2186  0.0848
H32 1.3255 -0.1078 3.3963  0.1278
H33 -0.1944 -0.6626 2.6879  0.1113
C18 -2.4940 -5.3567 3.7363  -0.0460
C19 -1.8774 -4.1246 3.5379  -0.0558
C20 -2.5812 -3.0875 2.9511  -0.0201
C21 -3.8939 -3.2754 2.5504  -0.0854
C22 -4.5064 -4.5147 2.7282  -0.0757
C23 -3.8056 -5.5514 3.3321  0.0101
C24 -5.9018 -4.7435 2.2597  -0.2740
O2 -6.4378 -5.8191 2.4172  0.1200
C25 -6.6155 -3.6233 1.5877  -0.0801
C26 -7.8965 -3.8314 1.0934  0.0081
C27 -8.5781 -2.7951 0.4771  -0.0378
C28 -7.9868 -1.5415 0.3589  -0.0500
C29 -6.7075 -1.3285 0.8443  -0.0050
C30 -6.0129 -2.3686 1.4519  -0.0876
C31 -4.6300 -2.1380 1.9375  -0.2718
O3 -4.0999 -1.0426 1.8329  0.0665
H34 -1.9483 -6.1663 4.2035  0.1116
H35 -0.8497 -3.9759 3.8456  0.1055
H36 -2.1089 -2.1257 2.8029  0.0856
H37 -4.2836 -6.5103 3.4823  0.1255
H38 -8.3598 -4.8046 1.1871  0.1246
H39 -9.5741 -2.9610 0.0880  0.1148
H40 -8.5253 -0.7326 -0.1179  0.1104
H41 -6.2466 -0.3543 0.7476  0.1170
C32 -11.3537 -1.1286 -7.6642  -0.0502
C33 -11.6639 -1.7043 -6.4360  -0.0518
C34 -10.7858 -1.5869 -5.3719  -0.0010
C35 -9.5873 -0.9026 -5.5335  -0.0840
C36 -9.2656 -0.3445 -6.7735  -0.0825
C37 -10.1578 -0.4511 -7.8331  0.0022
C38 -7.9666 0.3507 -6.9805  -0.2757
O4 -7.6860 0.8401 -8.0545  0.1123
C39 -7.0117 0.4258 -5.8397  -0.0784
C40 -5.7704 1.0214 -6.0273  0.0003
C41 -4.8788 1.1093 -4.9718  -0.0607
C42 -5.2267 0.6099 -3.7201  -0.0642
C43 -6.4599 0.0109 -3.5293  -0.0039
C44 -7.3528 -0.0915 -4.5895  -0.0796
C45 -8.6616 -0.7685 -4.3781  -0.2749
O5 -8.9605 -1.2049 -3.2843  0.0947
H42 -12.0457 -1.2142 -8.4921  0.1104
H43 -12.5940 -2.2436 -6.3102  0.1098
H44 -11.0300 -2.0303 -4.4158  0.1201
H45 -9.9150 -0.0082 -8.7898  0.1227
H46 -5.5008 1.4127 -6.9994  0.1223
H47 -3.9103 1.5697 -5.1218  0.1049
H48 -4.5308 0.6856 -2.8936  0.1011
H49 -6.7287 -0.3819 -2.5571  0.1089

Entry from the OMol25 dataset: C45H49MgO4P3Si as an isolated structure (ωB97M-V/def2-TZVPD).

## Properties
Molar mass (g/mol): 799.20
ΔE to the lowest compared entry with this formula, charge and spin (kcal/mol): 0.0
Highest occupied orbital energy (Ha): -0.25368

Last column: Löwdin charge in e.
Geometry (Å):
Mg1 -0.6534 -0.3678 0.3877  0.3964
C1 -0.5677 -2.1426 3.8730  -0.2434
Si1 0.3324 -1.0661 2.5981  0.5939
C2 1.9431 -2.0749 2.2529  -0.2844
C3 2.6310 -2.6133 3.3494  -0.0988
C4 3.6515 -3.5337 3.2021  -0.0793
C5 3.9981 -3.9821 1.9326  -0.0812
C6 3.3550 -3.4536 0.8310  -0.1074
C7 2.3687 -2.4720 0.9775  -0.3755
P1 1.6073 -1.6819 -0.4832  1.0540
C8 1.1367 -3.1154 -1.5107  -0.3464
C9 0.4433 -4.1659 -0.9111  -0.0928
C10 -0.0361 -5.2180 -1.6730  -0.0867
C11 0.1694 -5.2326 -3.0461  -0.0913
C12 0.8532 -4.1890 -3.6498  -0.0806
C13 1.3321 -3.1329 -2.8874  -0.0743
C14 2.9249 -0.8665 -1.4406  -0.3566
C15 2.5594 0.3103 -2.0870  -0.1062
C16 3.4607 0.9809 -2.9020  -0.0891
C17 4.7460 0.4912 -3.0597  -0.0851
C18 5.1259 -0.6768 -2.4099  -0.0772
C19 4.2193 -1.3562 -1.6140  -0.0740
C20 0.9631 0.4703 3.5514  -0.2882
C21 1.2090 0.4125 4.9289  -0.0986
C22 1.7038 1.4957 5.6326  -0.0797
C23 1.9711 2.6894 4.9739  -0.0792
C24 1.7213 2.7828 3.6186  -0.0909
C25 1.2145 1.6916 2.9107  -0.3716
P2 0.8241 1.9154 1.1283  1.0728
C26 -0.2517 3.3958 1.2020  -0.3510
C27 0.2175 4.7079 1.2025  -0.1032
C28 -0.6599 5.7722 1.3383  -0.0767
C29 -2.0183 5.5387 1.4905  -0.0823
C30 -2.4954 4.2366 1.4989  -0.0764
C31 -1.6191 3.1718 1.3459  -0.1030
C32 2.3913 2.5023 0.4169  -0.3746
C33 2.3952 3.3732 -0.6720  -0.1188
C34 3.5868 3.7340 -1.2800  -0.0977
C35 4.7859 3.2004 -0.8302  -0.0925
C36 4.7872 2.3101 0.2326  -0.0699
C37 3.5985 1.9681 0.8589  -0.0792
H1 0.0116 -2.3867 4.7651  0.0090
H2 -0.8395 -3.0866 3.3971  0.0192
H3 -1.4919 -1.6595 4.1903  0.0226
H4 2.3454 -2.3147 4.3501  0.0892
H5 4.1594 -3.9254 4.0742  0.1021
H6 4.7584 -4.7413 1.8058  0.1021
H7 3.5992 -3.8309 -0.1555  0.1000
H8 0.2865 -4.1677 0.1620  0.1077
H9 -0.5696 -6.0284 -1.1940  0.1028
H10 -0.2004 -6.0565 -3.6419  0.0996
H11 1.0158 -4.1929 -4.7191  0.1019
H12 1.8577 -2.3194 -3.3703  0.1034
H13 1.5509 0.6926 -1.9643  0.0948
H14 3.1564 1.8892 -3.4041  0.1055
H15 5.4539 1.0171 -3.6861  0.1043
H16 6.1291 -1.0630 -2.5284  0.1024
H17 4.5331 -2.2652 -1.1215  0.0865
H18 1.0058 -0.5034 5.4671  0.0860
H19 1.8824 1.4134 6.6974  0.1023
H20 2.3572 3.5429 5.5149  0.1021
H21 1.9129 3.7185 3.1070  0.1003
H22 1.2768 4.9063 1.0945  0.0981
H23 -0.2794 6.7849 1.3320  0.1037
H24 -2.7024 6.3692 1.6025  0.1022
H25 -3.5521 4.0441 1.6179  0.1034
H26 -2.0192 2.1636 1.3406  0.0837
H27 1.4627 3.7777 -1.0461  0.1082
H28 3.5763 4.4235 -2.1136  0.1071
H29 5.7157 3.4754 -1.3090  0.1052
H30 5.7165 1.8813 0.5813  0.1076
H31 3.6128 1.2794 1.6944  0.1113
C38 -4.5314 2.0600 -3.4984  -0.0237
C39 -3.8190 1.8171 -2.1791  -0.6032
C40 -2.4719 2.5156 -2.1476  -0.0259
C41 -4.6911 2.2068 -0.9991  -0.0230
O1 -3.6349 0.3674 -2.1370  -0.1436
P3 -2.6106 -0.3977 -1.2176  0.2417
O2 -1.1610 -0.3141 -1.6407  -0.3231
O3 -2.6594 0.0419 0.2425  -0.3478
O4 -3.0494 -1.9027 -1.3919  -0.1410
C42 -4.3230 -2.5426 -1.0821  -0.6079
C43 -5.2843 -2.2960 -2.2347  -0.0247
C44 -4.8825 -2.0208 0.2297  -0.0301
C45 -3.9615 -4.0165 -0.9815  -0.0260
H32 -4.7454 3.1224 -3.6172  0.0911
H33 -5.4723 1.5126 -3.5273  0.0862
H34 -3.9122 1.7340 -4.3312  0.0911
H35 -2.6326 3.5899 -2.2600  0.0981
H36 -1.8347 2.1646 -2.9573  0.0946
H37 -1.9512 2.3548 -1.2035  0.0597
H38 -4.8762 3.2819 -1.0215  0.0921
H39 -4.2102 1.9493 -0.0599  0.0660
H40 -5.6492 1.6900 -1.0546  0.0897
H41 -5.5285 -1.2409 -2.3288  0.0718
H42 -6.2063 -2.8520 -2.0577  0.0907
H43 -4.8470 -2.6344 -3.1737  0.0942
H44 -5.1736 -0.9741 0.1592  0.0792
H45 -4.1538 -2.1112 1.0340  0.0892
H46 -5.7652 -2.6103 0.4871  0.0936
H47 -3.4936 -4.3496 -1.9061  0.0870
H48 -4.8559 -4.6134 -0.7990  0.0892
H49 -3.2597 -4.1793 -0.1638  0.0872